[1]
101
Properties=species:S:1:pos:R:3:forces:R:3:mulliken_charge:R:1 method="wB97M-V/def2-TZVPD" e_homo_ev=-6.440 orbital_gap_ev=6.7 relative_energy_kj_mol=71.1
Na 0.754769 -0.061972 -1.477008 1.554 0.102 -0.118 0.9121
C -10.050867 -0.538112 1.610893 0.085 0.023 0.054 -0.8907
O -8.930553 -0.021080 2.309019 -0.174 -0.122 -0.047 -0.4405
C -8.166082 0.898859 1.656758 0.018 0.044 -0.033 0.8951
C -7.031135 1.342496 2.331921 0.165 0.018 0.040 -0.8254
C -6.184884 2.263410 1.744154 0.067 0.012 0.014 0.3065
C -6.467400 2.777335 0.477917 0.291 0.073 -0.083 -0.0663
C -7.618304 2.370668 -0.165879 -0.126 -0.100 -0.172 -0.7273
C -8.460416 1.414532 0.403695 0.029 0.095 -0.163 -0.4205
N -5.690431 3.878742 -0.049632 0.396 -0.316 0.103 -0.9371
N -4.485710 3.778987 -0.359438 -0.275 -0.315 -0.038 -0.0891
C -3.730682 2.567662 -0.497850 -0.289 0.233 0.182 0.6367
C -4.194212 1.359741 -0.992555 0.023 0.008 -0.069 -0.6283
C -3.335638 0.333259 -1.381664 -0.059 0.140 0.036 -0.9509
C -1.937924 0.436595 -1.287876 -0.012 0.034 -0.071 0.4555
O -1.141582 -0.480180 -1.684691 -1.589 -0.127 -0.168 -1.0635
C -1.431699 1.692563 -0.711769 0.100 -0.014 0.046 0.0239
N -0.078524 1.812425 -0.534824 -0.457 0.321 0.063 0.0519
C 0.402312 2.917346 -0.007655 -0.052 -0.126 -0.073 -0.4396
C -0.405866 4.005263 0.362017 0.040 0.012 0.027 -1.1095
C -1.756700 3.912422 0.182624 -0.026 -0.026 -0.039 -1.1118
C -2.320803 2.729790 -0.353845 0.063 0.136 0.069 1.2984
H -10.534178 -1.241172 2.283327 0.034 -0.010 0.021 0.2411
H -9.744996 -1.059926 0.699005 0.011 0.022 0.022 0.3564
H -10.761441 0.249782 1.350863 -0.006 0.032 0.016 0.3529
H -6.831526 0.950688 3.323760 -0.002 0.027 -0.078 0.4386
H -5.303165 2.612809 2.270350 -0.033 -0.045 -0.011 0.3691
H -7.854726 2.787258 -1.139921 -0.015 -0.009 0.090 0.3835
H -9.342549 1.098386 -0.137695 0.073 0.035 0.019 0.3840
H -5.254608 1.226041 -1.149101 -0.085 -0.025 0.024 0.3425
H -3.734673 -0.577863 -1.812736 -0.001 0.040 0.059 0.5001
H 1.479701 2.966126 0.132156 -0.058 0.003 -0.040 0.5522
H 0.049573 4.895258 0.779546 -0.027 -0.039 -0.025 0.4621
H -2.418317 4.728360 0.445299 0.035 -0.033 -0.005 0.4870
O 3.524197 -1.254480 0.957592 0.003 -0.128 -0.059 0.0278
C 4.806337 -0.856123 0.676919 -0.129 0.061 0.095 -0.4145
C 5.917307 -1.388720 1.320427 0.074 -0.020 -0.036 -0.5749
C 7.180399 -0.953573 0.955971 0.042 -0.011 0.018 -0.6575
C 7.341198 -0.011443 -0.052990 -0.034 0.026 -0.039 -0.9759
C 6.227431 0.461172 -0.728532 0.072 -0.006 -0.022 0.1965
C 4.944898 0.044195 -0.379985 -0.193 -0.033 0.009 0.2137
P 3.446680 0.473958 -1.366952 0.740 0.252 -0.295 1.4671
C 4.001338 -0.166098 -3.007004 0.024 0.031 0.054 0.6660
C 4.777136 0.542591 -3.924804 -0.029 -0.041 -0.050 -0.2808
C 5.196585 -0.061006 -5.103878 -0.043 -0.010 0.065 -0.7989
C 4.847775 -1.378954 -5.379243 0.021 0.055 -0.001 -0.5157
C 4.069282 -2.089498 -4.477492 -0.017 0.021 0.057 -0.6885
C 3.645371 -1.482899 -3.300658 0.011 -0.007 -0.034 -0.5990
C 3.571886 2.291749 -1.573019 -0.013 -0.006 0.073 0.0998
C 2.825477 2.892494 -2.591297 0.056 0.055 0.044 -0.5623
C 2.738673 4.273370 -2.688620 0.034 -0.069 0.049 -0.7556
C 3.383095 5.078541 -1.755510 -0.008 0.004 -0.012 -0.5422
C 4.115363 4.494487 -0.732823 -0.003 -0.079 0.014 -0.6858
C 4.208917 3.107812 -0.640694 -0.012 0.066 -0.015 -0.5871
C 2.991714 -1.394361 2.218665 0.053 0.098 -0.094 0.1141
C 3.679608 -1.130708 3.396218 -0.063 -0.015 0.010 -0.8704
C 3.041585 -1.345382 4.610748 0.005 -0.007 0.003 -0.7943
C 1.739168 -1.817009 4.652269 -0.014 0.012 -0.044 -0.9776
C 1.049906 -2.016246 3.463360 0.006 0.028 -0.016 0.1294
C 1.648743 -1.783528 2.227222 -0.005 -0.103 -0.112 -0.1538
P 0.718731 -1.815971 0.623678 -0.306 -0.386 0.914 1.8571
C -0.979099 -1.498051 1.276194 -0.004 0.021 -0.170 0.0957
C -1.226818 -0.252172 1.856950 -0.020 0.000 0.048 -0.2415
C -2.505172 0.098257 2.269143 0.034 -0.036 0.026 -0.6571
C -3.557855 -0.793676 2.103193 0.077 0.007 -0.005 -0.4474
C -3.324031 -2.028221 1.517800 0.033 0.003 -0.012 -0.9008
C -2.043963 -2.375796 1.099392 -0.005 0.017 0.080 -0.3696
C 0.643200 -3.599443 0.200645 0.085 0.032 -0.149 0.0685
C 1.145859 -4.627807 0.992019 -0.016 -0.063 -0.009 -0.5343
C 1.072776 -5.949221 0.558777 0.021 0.082 0.027 -0.7277
C 0.490468 -6.254483 -0.662877 -0.009 0.017 0.027 -0.5379
C -0.011874 -5.234555 -1.462189 0.028 0.079 0.047 -0.6734
C 0.075577 -3.914914 -1.039545 0.014 0.007 0.014 -0.2356
H 5.796679 -2.151229 2.077523 -0.026 0.038 -0.010 0.7163
H 8.048401 -1.363938 1.459487 -0.048 0.026 -0.033 0.4080
H 8.331122 0.330308 -0.328547 -0.045 -0.016 0.002 0.4492
H 6.352287 1.160746 -1.547700 -0.004 -0.028 0.019 0.3692
H 5.044205 1.574248 -3.726728 0.009 -0.024 0.010 0.3512
H 5.799395 0.498646 -5.809538 -0.030 -0.018 0.030 0.4192
H 5.180231 -1.848572 -6.298289 -0.029 0.040 0.057 0.3746
H 3.787062 -3.113762 -4.690071 0.007 0.042 0.024 0.4444
H 3.039239 -2.044460 -2.594766 0.013 -0.009 -0.020 0.4175
H 2.302016 2.274439 -3.311969 -0.013 0.000 -0.039 0.4586
H 2.157627 4.722804 -3.484118 0.004 -0.025 0.017 0.4235
H 3.306704 6.158099 -1.823867 0.008 -0.082 0.002 0.3903
H 4.612634 5.117435 0.002341 -0.020 -0.053 -0.040 0.4169
H 4.771158 2.661629 0.171002 0.009 0.025 -0.018 0.4153
H 4.689406 -0.750351 3.381127 -0.005 -0.006 -0.023 0.6284
H 3.576874 -1.139531 5.530278 -0.020 -0.014 -0.037 0.3918
H 1.251106 -1.998476 5.601403 0.011 -0.002 -0.037 0.4398
H 0.015586 -2.335197 3.490349 -0.009 0.024 0.006 0.5741
H -0.411704 0.453664 1.986827 -0.033 -0.007 -0.026 0.4292
H -2.683472 1.075896 2.705738 0.034 -0.070 -0.031 0.4299
H -4.557923 -0.521947 2.412530 -0.035 0.040 -0.006 0.3539
H -4.143633 -2.724724 1.378090 0.059 0.035 -0.008 0.3818
H -1.882472 -3.336497 0.630291 -0.005 -0.034 0.004 0.3660
H 1.596993 -4.402544 1.951292 -0.011 0.002 -0.022 0.3985
H 1.474482 -6.741057 1.180713 -0.031 0.041 -0.017 0.4152
H 0.426414 -7.284831 -0.992187 0.016 0.040 0.008 0.3804
H -0.465850 -5.466696 -2.417460 -0.003 0.017 0.011 0.4509
H -0.319201 -3.114890 -1.661983 -0.013 -0.043 0.026 0.3811

---

[2]
102
Properties=species:S:1:pos:R:3:forces:R:3:mulliken_spin:R:1 method="wB97M-V/def2-TZVPD" e_homo_ev="-12.539 / -12.542" orbital_gap_ev="6.4 / 6.6" charge=+2 relative_energy_kj_mol=194.2 multiplicity=8
Gd 17.106261 15.107277 7.900394 0.991 -0.395 0.582 7.5800
S 22.158403 11.818452 6.051514 1.313 -0.499 0.795 0.0001
C 23.716925 11.129687 6.519092 -1.376 2.076 0.639 -0.0005
C 24.483505 12.071292 7.137980 2.269 -0.127 -0.308 0.0003
C 23.926744 13.354356 7.197976 -2.270 -0.039 -0.657 -0.0003
C 22.613930 13.340860 6.710216 0.558 0.779 0.148 -0.0003
C 21.645180 14.460393 6.676864 1.040 1.355 -0.149 0.0016
C 20.291533 14.277039 6.909928 -2.125 0.273 0.087 0.0109
N 19.326683 15.258600 6.870108 2.041 0.310 -0.410 -0.0990
C 19.760102 16.572787 6.641146 -0.475 -0.568 1.511 -0.0333
C 21.129638 16.865043 6.541993 -1.109 -0.005 -0.142 -0.0016
C 21.591867 18.224652 6.517250 -0.808 0.196 0.560 0.0001
C 20.746529 19.297616 6.625778 2.131 0.397 0.124 -0.0006
C 19.372787 19.091593 6.841805 -1.598 -3.538 -0.456 -0.0007
C 18.432056 20.077934 7.014634 -2.307 0.909 0.819 -0.0006
C 17.025811 19.820625 7.124491 2.277 -1.456 -0.342 -0.0011
C 16.627428 18.452143 7.105282 1.529 -0.202 -0.220 0.0088
N 17.498854 17.428595 7.010505 1.062 1.070 -0.152 -0.0025
C 18.864906 17.705698 6.850854 -1.213 0.600 -0.431 0.0240
C 15.977704 20.781937 7.259779 -0.866 0.310 0.058 0.0008
C 14.659530 20.478223 6.999582 0.514 0.504 -0.098 0.0001
C 13.780298 21.548573 7.260638 0.203 -0.434 0.015 -0.0001
C 14.418995 22.642656 7.721888 1.274 0.472 0.430 0.0002
S 16.178289 22.389785 7.844548 -1.755 0.048 -0.208 -0.0001
C 22.023137 15.804382 6.516908 1.486 -0.176 -0.058 0.0011
H 23.834126 10.106800 6.642447 0.304 -1.762 -0.589 0.0000
H 25.562579 11.928005 7.434667 -1.512 -0.252 -0.114 0.0000
H 24.400437 14.225144 7.609367 0.105 0.154 0.141 0.0000
H 19.947997 13.259253 7.188665 0.056 0.866 -0.294 0.0079
H 22.657204 18.268851 6.611095 0.491 0.735 -0.494 0.0000
H 21.147331 20.344276 6.623339 -0.396 -1.148 0.052 0.0001
H 18.787166 21.092128 7.164460 -0.094 0.118 -0.352 0.0001
H 15.569965 18.213204 7.167661 0.262 -0.231 0.238 0.0062
H 14.337566 19.548732 6.569013 -0.126 -0.119 -0.022 0.0001
H 12.722523 21.442309 7.130222 -0.362 0.292 -0.043 0.0000
H 13.973351 23.577362 8.035648 0.228 -0.035 -0.070 0.0000
H 23.072937 16.160914 6.405038 -0.625 -0.986 0.048 0.0001
C 10.709298 18.918414 7.018921 -0.287 0.661 -1.659 0.0001
C 10.475191 17.463988 6.720275 0.265 -0.345 -0.354 0.0007
C 9.417373 17.043700 5.875540 -0.192 0.873 0.019 -0.0001
C 9.218408 15.699944 5.569717 1.555 0.803 1.451 -0.0001
C 10.052727 14.756374 6.198522 -0.966 -1.080 -1.054 0.0004
C 11.011688 15.128223 7.080650 1.499 1.266 0.503 -0.0014
C 11.321238 16.496343 7.252201 -0.153 -1.225 0.488 0.0001
Sb 13.083307 17.020165 8.375031 0.450 1.490 -0.143 0.0521
C 14.474743 15.233267 7.976761 -1.202 -0.578 -0.106 -0.1908
C 14.455265 14.698908 6.621530 -1.254 -0.158 1.273 0.0017
C 14.159436 13.346305 6.411466 0.759 0.917 -0.640 0.0139
C 13.975519 12.491804 7.500543 0.263 -1.499 -0.987 0.0002
C 14.163094 12.930179 8.775873 1.050 0.378 0.996 0.0148
C 14.453590 14.309553 9.045429 -1.500 -1.466 0.387 -0.0155
C 14.473175 14.646069 10.528198 2.734 1.061 -0.607 -0.0062
C 12.153369 16.677852 10.296711 -0.440 -1.342 -1.332 0.0018
C 11.614901 15.390514 10.430942 -0.826 -0.409 1.788 -0.0003
C 10.711618 15.081753 11.483372 -0.568 1.594 -1.257 0.0003
C 10.193230 16.193998 12.244448 1.290 -1.213 -0.857 0.0000
C 10.747595 17.450896 12.083272 0.870 -0.691 -0.821 0.0000
C 11.731621 17.705385 11.102791 0.633 1.393 1.133 -0.0001
C 12.434950 19.099952 11.072578 0.595 -2.394 0.491 -0.0001
H 9.825330 19.482734 6.613114 1.001 -0.178 0.634 0.0000
H 11.640666 19.301396 6.523431 -0.786 -0.315 0.143 0.0000
H 10.855464 19.107625 8.066092 -0.292 0.128 0.625 -0.0002
H 8.763451 17.851562 5.444553 0.627 -1.062 0.440 0.0000
H 8.440832 15.426691 4.923393 -0.845 -0.496 -0.860 0.0000
H 10.017564 13.688647 5.953104 -0.546 0.395 0.114 0.0000
H 11.619959 14.406918 7.631910 -0.235 -0.091 -0.467 0.0003
H 14.435193 15.400973 5.787175 0.150 -0.178 0.057 0.0003
H 14.101708 12.968059 5.384425 -0.106 0.101 0.453 -0.0001
H 13.779277 11.412922 7.295512 -0.029 1.019 0.273 0.0001
H 14.155131 12.202910 9.613006 -0.238 0.619 -0.556 0.0004
H 15.529251 14.496916 10.908877 -0.772 0.337 -0.411 0.0018
H 13.916351 13.989509 11.141840 -0.993 -0.567 0.320 0.0010
H 14.208152 15.694162 10.706920 0.176 -0.450 0.174 -0.0011
H 11.952564 14.580615 9.781867 -0.267 0.202 0.147 0.0008
H 10.259235 14.077796 11.484407 0.298 0.599 0.443 0.0000
H 9.434948 16.082878 12.992549 -0.270 -0.364 0.231 0.0000
H 10.506080 18.231876 12.763612 -0.445 0.575 0.305 0.0000
H 11.880887 19.764672 11.714613 0.048 0.548 -0.132 0.0000
H 12.510997 19.378260 10.038992 -0.107 0.848 -0.392 0.0000
H 13.503094 18.975850 11.439020 -1.277 0.235 -0.217 0.0000
Br 17.621927 7.712955 6.561771 -0.287 1.131 -0.112 0.0000
C 17.473943 9.588781 6.858840 0.169 2.280 0.378 -0.0003
C 17.373375 10.070633 8.193093 0.236 -0.005 -0.711 0.0015
C 17.477478 11.444522 8.484855 0.237 0.457 -0.716 0.0075
N 17.725592 12.358162 7.497651 -0.480 -0.119 0.813 -0.0198
C 17.804844 11.934368 6.217433 -0.380 -1.147 1.874 0.0115
C 17.600406 10.615579 5.857811 0.329 -2.064 -0.717 0.0010
H 17.279967 9.319177 8.956452 -0.050 0.117 0.453 0.0000
H 17.450627 11.886873 9.526559 -0.120 -0.927 -1.267 -0.0033
H 18.172161 12.647902 5.533194 -0.088 0.739 -1.003 -0.0020
H 17.654874 10.333325 4.777546 0.048 0.246 1.116 0.0000
F 19.649217 17.239470 13.581023 -0.106 -1.268 -2.524 0.0012
C 19.271459 16.685006 12.336677 -0.324 0.518 0.810 0.0152
C 19.372272 15.284295 12.095237 0.629 1.242 1.329 -0.0234
C 18.817753 14.763139 10.950156 -0.279 0.801 -1.205 0.0717
C 18.068906 15.635657 10.104448 -0.569 -1.586 -0.234 -0.4379
C 17.894166 16.966368 10.402540 0.406 0.812 -0.400 0.0442
C 18.674699 17.551898 11.410007 -0.039 -0.046 0.818 -0.0219
H 19.944522 14.686725 12.817795 -0.410 0.183 -0.346 -0.0029
H 19.009113 13.725381 10.659354 -0.156 0.311 0.257 -0.0061
H 17.182543 17.618176 9.843661 0.807 -0.431 0.202 -0.0108
H 18.777948 18.647396 11.463803 -0.358 -0.677 0.509 -0.0017